[1]
Below is a structure of composition C16H18B2CrN6O2, with properties calculated with ωB97M-V/def2-TZVPD.

Computed properties:
Total charge = 0
Molecular weight = 399.98 g/mol
Strongest force on any atom = 3.262 eV Å⁻¹
E_HOMO (alpha / beta) = -6.91 / -7.44 eV
LUMO (alpha / beta) = 0.527 / 0.451 eV
Spin multiplicity = 5
Orbital gap (alpha / beta) = 7.4 / 7.9 eV

Cartesian coordinates (Å):
1 H -1.9049 -1.6602 -1.4422
2 N -0.4593 -0.1667 -1.9093
3 B 1.0853 1.4800 -3.1091
4 N -0.0077 0.3721 -3.1006
5 C -0.6590 -0.2060 -4.1186
6 Cr 0.3417 0.4627 -0.2115
7 H -0.4244 0.0873 -5.1330
8 C -1.5436 -1.1421 -3.5949
9 H -2.2044 -1.7782 -4.1670
10 C -1.3940 -1.0921 -2.2105
11 H 1.3405 1.8768 -4.2074
12 C 0.7647 0.1147 2.0081
13 H 0.8410 -0.5994 2.8378
14 H 0.1065 0.9242 2.3448
15 H 1.7773 0.5489 1.9194
16 N 2.3067 0.8175 -2.4007
17 N 0.5603 2.5949 -2.1621
18 N 2.1285 0.2495 -1.1555
19 N 0.1464 2.2777 -0.8761
20 C 3.5600 0.5696 -2.8118
21 C 0.3222 3.8932 -2.3828
22 H 3.8877 0.9457 -3.7826
23 H 0.5917 4.3340 -3.3282
24 C 4.2067 -0.1766 -1.8342
25 C -0.2543 4.4392 -1.2382
26 C 3.2728 -0.3678 -0.8051
27 C -0.3475 3.4014 -0.3084
28 H 5.2237 -0.5475 -1.8689
29 H -0.5676 5.4559 -1.1008
30 H 3.3560 -0.9120 0.1202
31 H -0.7443 3.3850 0.6982
32 H -0.2969 -1.7616 1.9760
33 O -1.9250 -0.1419 2.4376
34 B -1.3356 -1.2187 1.6733
35 O -2.3847 -2.0574 1.2076
36 C -3.2981 -1.9317 2.2184
37 C -3.9853 -2.9947 2.7480
38 C -4.1790 -3.0124 4.1284
39 C -3.8037 -1.9165 4.9200
40 C -3.2937 -0.7425 4.3523
41 C -2.9831 -0.7792 3.0060
42 H -4.2674 -3.8316 2.1206
43 H -4.6300 -3.8923 4.5944
44 H -3.8979 -1.9662 6.0112
45 H -3.0082 0.1133 4.9682

Atoms 1-2, force components in eV/Å:
H 0.1457 0.1740 -0.0167
N -0.8835 -0.4886 -1.7343



[2]
Below is a structure of composition C16H18BFN6W, with properties calculated with ωB97M-V/def2-TZVPD.

Computed properties:
Total charge = +2
Molecular weight = 508.01 g/mol
Strongest force on any atom = 2.248 eV Å⁻¹
E_HOMO (alpha / beta) = -15.16 / -15.49 eV
ΔE to the lowest compared entry with this formula, charge and spin = 0.000 eV
LUMO (alpha / beta) = -9.124 / -8.450 eV
Spin multiplicity = 3
Orbital gap (alpha / beta) = 6.0 / 7.0 eV

Cartesian coordinates (Å):
1 H 0.0380 3.1485 1.2502
2 N 0.3265 1.9084 -0.4523
3 B 1.0015 0.9999 -2.7592
4 N 0.8239 2.1450 -1.7377
5 C 0.9564 3.4684 -1.9110
6 W -0.1533 -0.0118 0.0401
7 H 1.2522 3.8241 -2.8823
8 C 0.6506 4.1018 -0.7144
9 H 0.7249 5.1623 -0.5304
10 C 0.2830 3.1147 0.1938
11 H 1.5287 1.3865 -3.7724
12 C -2.1409 -2.8651 1.8865
13 H -2.4328 -3.1150 2.9034
14 H -1.1261 -3.2226 1.7116
15 H -2.8213 -3.2785 1.1485
16 N -0.3986 0.3960 -2.8979
17 N 1.8140 -0.1466 -2.1147
18 N -1.1087 -0.1052 -1.8097
19 N 1.5063 -0.7181 -0.8715
20 C -1.1331 0.2733 -4.0074
21 C 2.8295 -0.8326 -2.6589
22 H -0.6792 0.6273 -4.9175
23 H 3.1395 -0.5938 -3.6686
24 C -2.3541 -0.3018 -3.6676
25 C 3.2761 -1.7584 -1.7233
26 C -2.3197 -0.5313 -2.2852
27 C 2.4688 -1.6594 -0.6047
28 H -3.1322 -0.5119 -4.3748
29 H 4.1353 -2.4059 -1.8476
30 H -3.0195 -0.9629 -1.5839
31 H 2.5073 -2.1238 0.3837
32 H -2.1314 -1.7866 1.7958
33 F -0.8435 -0.7059 6.2830
34 C -0.5509 -0.4697 4.9587
35 C -1.1240 0.6325 4.3375
36 C -0.9319 0.7889 2.9598
37 C -0.2399 -0.1786 2.2241
38 C 0.4148 -1.2104 2.9047
39 C 0.2190 -1.3994 4.2759
40 H -1.7092 1.3502 4.9075
41 H -1.2875 1.6916 2.4702
42 H 1.0931 -1.8686 2.3679
43 H 0.6482 -2.2555 4.7901

Atoms 1-2, force components in eV/Å:
H -0.0435 0.1687 -0.3043
N 0.9093 0.4006 -0.4228



[3]
Below is a structure of composition C16H18BrN9OsS, with properties calculated with ωB97M-V/def2-TZVPD.

Computed properties:
Total charge = +4
Molecular weight = 638.58 g/mol
Strongest force on any atom = 2.304 eV Å⁻¹
E_HOMO (alpha / beta) = -21.18 / -21.17 eV
LUMO (alpha / beta) = -12.683 / -15.416 eV
Spin multiplicity = 5
Orbital gap (alpha / beta) = 8.5 / 5.8 eV

Cartesian coordinates (Å):
1 Os 9.0250 -16.9080 -0.2110
2 N 13.0965 -17.8437 0.1213
3 C 11.8253 -18.1094 -0.1358
4 N 11.1309 -16.9851 0.0102
5 C 12.1184 -16.0186 0.3804
6 N 13.2611 -16.5580 0.4779
7 C 11.9751 -14.5721 0.7540
8 C 13.1082 -13.9954 1.5032
9 N 12.9418 -12.7565 1.7615
10 C 11.9500 -11.9472 1.5100
11 C 10.8683 -12.6040 0.8227
12 N 10.8859 -13.8896 0.5581
13 H 13.9346 -18.4389 0.0531
14 H 11.4560 -19.0643 -0.4426
15 H 13.8673 -14.6231 1.9107
16 H 12.0295 -10.8636 1.5998
17 H 10.0549 -11.9741 0.4292
18 C 3.6142 -17.3877 -1.7568
19 C 4.6524 -16.8226 -0.8364
20 C 4.3541 -15.9470 0.2179
21 C 5.3312 -15.4817 1.1193
22 C 6.6276 -15.8487 0.8459
23 Br 8.2026 -15.6798 1.9178
24 N 6.9814 -16.6590 -0.2208
25 C 6.0242 -17.1725 -1.0002
26 H 4.0401 -18.1094 -2.4164
27 H 3.2931 -16.5949 -2.4317
28 H 2.7524 -17.8295 -1.2407
29 H 3.3464 -15.6250 0.4234
30 H 5.1070 -14.8410 1.9784
31 H 6.3988 -17.8175 -1.7556
32 C 8.8864 -22.7586 -2.6084
33 C 8.0139 -21.6400 -2.0141
34 C 8.5798 -20.2420 -2.2210
35 N 8.8306 -19.4277 -1.2861
36 N 9.1543 -18.1449 -1.7604
37 C 9.1359 -18.0479 -3.1567
38 N 9.3996 -16.9706 -3.8618
39 S 8.7187 -19.5247 -3.8619
40 H 8.3654 -23.6999 -2.4245
41 H 9.7765 -22.8356 -2.0547
42 H 9.0611 -22.7065 -3.6935
43 H 8.0367 -21.8535 -0.9539
44 H 6.9524 -21.6184 -2.3823
45 H 9.6262 -16.1496 -3.3227
46 H 9.2417 -16.9049 -4.8689

Atoms 1-2, force components in eV/Å:
Os 0.1853 -0.6893 -0.4626
N 0.5811 -0.1337 0.1858



[4]
Below is the ion C16H18Cl2N2O with charge +2, with properties calculated with ωB97M-V/def2-TZVPD.

Computed properties:
Total charge = +2
Molecular weight = 325.24 g/mol
Strongest force on any atom = 0.892 eV Å⁻¹
E_HOMO = -15.22 eV
LUMO = -7.455 eV
Orbital gap = 7.8 eV

Cartesian coordinates (Å):
1 C -5.1299 1.6389 5.0047
2 C -4.0142 1.3039 4.0892
3 Cl -3.1257 2.6378 3.4519
4 C -3.6752 0.0718 3.7158
5 Cl -4.4984 -1.3196 4.2439
6 N -2.5820 -0.1460 2.7931
7 C -2.8781 -0.2910 1.4860
8 C -1.8656 -0.4748 0.5675
9 C -0.5451 -0.5051 0.9989
10 C 0.5208 -0.6790 -0.0193
11 C 0.6374 -1.8536 -0.7470
12 C 1.6366 -1.9589 -1.6988
13 N 2.4833 -0.9468 -1.9323
14 C 3.5311 -1.0579 -2.9990
15 C 3.0218 -0.4108 -4.2965
16 C 3.7137 0.9160 -4.5960
17 O 3.0410 1.9770 -3.9172
18 C 2.3943 0.1995 -1.2417
19 C 1.4151 0.3519 -0.2745
20 C -0.2671 -0.3595 2.3495
21 C -1.3169 -0.1877 3.2277
22 H -5.2397 0.8979 5.7851
23 H -6.0582 1.6436 4.4338
24 H -4.9981 2.6330 5.4098
25 H -3.9149 -0.2519 1.1996
26 H -2.1131 -0.5743 -0.4759
27 H -0.0259 -2.6821 -0.5705
28 H 1.7764 -2.8441 -2.2942
29 H 3.7157 -2.1160 -3.1203
30 H 4.4174 -0.5600 -2.6317
31 H 3.0956 -1.1000 -5.1313
32 H 1.9630 -0.1997 -4.1851
33 H 4.7441 0.9220 -4.2561
34 H 3.7158 1.1027 -5.6649
35 H 2.4155 2.3921 -4.5148
36 H 3.0671 1.0097 -1.4606
37 H 1.3560 1.2799 0.2710
38 H 0.7461 -0.3801 2.7128
39 H -1.1598 -0.0791 4.2873

Atoms 1-2, force components in eV/Å:
C -0.2587 0.0181 -0.2330
C 0.2665 0.0905 -0.0838



[5]
Below is the ion C16H18ClN2O with charge +1, with properties calculated with ωB97M-V/def2-TZVPD.

Computed properties:
Total charge = +1
Molecular weight = 289.79 g/mol
Strongest force on any atom = 3.612 eV Å⁻¹
E_HOMO = -11.65 eV
ΔE to the lowest compared entry with this formula, charge and spin = 0.000 eV
LUMO = -4.246 eV
SMILES = CN(C)[C@H](Cl)[C@@H](C(=O)c1ccccc1)[n+]1ccccc1
Orbital gap = 7.4 eV

Cartesian coordinates (Å):
1 C -2.1489 -1.0012 1.8901
2 N -1.2702 0.1381 2.0965
3 C 0.1597 -0.2166 2.2897
4 C -1.7451 1.3493 1.6568
5 Cl -0.4443 2.5473 1.5100
6 H -1.8154 -1.8358 2.5177
7 H -3.1716 -0.7258 2.1791
8 H -2.1852 -1.3772 0.8489
9 H 0.2074 -1.2697 2.6112
10 H 0.7669 -0.1447 1.3718
11 H 0.6387 0.4564 3.0163
12 H -2.3773 1.1936 0.6796
13 C -1.6480 6.6598 0.2250
14 C -2.3706 5.9602 -0.7583
15 C -3.1443 4.8489 -0.4180
16 C -3.0557 4.3542 0.8832
17 C -3.6957 3.0852 1.2486
18 C -3.0932 2.2856 2.3920
19 N -4.2226 1.8107 3.2036
20 C -5.3040 1.1576 2.6816
21 C -6.3354 0.7654 3.5306
22 C -6.3195 1.0933 4.8887
23 C -5.2170 1.8026 5.3580
24 C -4.1890 2.1620 4.5169
25 O -4.7763 2.8298 0.7014
26 C -2.5121 5.1332 1.9047
27 C -1.7744 6.2590 1.5719
28 H -1.1091 7.5972 0.0041
29 H -2.3541 6.3391 -1.7800
30 H -3.8278 4.3776 -1.1208
31 H -2.4577 2.8913 3.0731
32 H -5.3216 0.9958 1.5946
33 H -7.1104 0.1793 3.0405
34 H -7.1345 0.7679 5.5370
35 H -5.1110 2.0189 6.4090
36 H -3.2708 2.6562 4.8373
37 H -2.7186 4.8552 2.9449
38 H -1.3419 6.8188 2.4082

Atoms 1-2, force components in eV/Å:
C -0.3243 -0.1101 -0.1625
N 0.4152 -1.1179 1.1885



[6]
Below is an isolated molecule of C16H18FN5O3, with properties calculated with ωB97M-V/def2-TZVPD.

Computed properties:
Total charge = 0
Molecular weight = 347.35 g/mol
Strongest force on any atom = 1.410 eV Å⁻¹
E_HOMO = -7.80 eV
ΔE to the lowest compared entry with this formula, charge and spin = 0.000 eV
LUMO = 0.588 eV
SMILES = Cn1c(=O)[nH]c(=O)c2c1nc(NCCCO)n2Cc1ccc(F)cc1
Orbital gap = 8.4 eV

Cartesian coordinates (Å):
1 C -0.6297 3.2957 -3.0171
2 N 0.3708 3.1670 -1.9820
3 C 0.1852 2.2960 -0.9522
4 C 1.1073 2.1502 0.0729
5 C 2.3235 2.8836 0.1208
6 O 3.2141 2.8306 0.9500
7 N 2.4057 3.7379 -0.9828
8 C 1.5159 3.9337 -2.0215
9 O 1.7428 4.7285 -2.9064
10 H 3.2409 4.3102 -1.0351
11 N 0.5649 1.1911 0.9167
12 C -0.6132 0.8218 0.3509
13 N -0.8714 1.4731 -0.7782
14 N -1.4565 -0.0603 0.9361
15 H -1.0327 -0.6637 1.6279
16 C -2.4928 -0.6821 0.1407
17 H -3.2689 -1.0467 0.8159
18 H -2.9042 0.0896 -0.5106
19 C -1.9632 -1.8491 -0.6971
20 H -1.2487 -1.4774 -1.4323
21 H -1.4572 -2.5639 -0.0439
22 C -3.0998 -2.5702 -1.4133
23 O -3.9414 -3.1529 -0.4404
24 H -4.6595 -3.6179 -0.8805
25 H -3.6618 -1.8537 -2.0286
26 H -2.6841 -3.3449 -2.0730
27 C 1.1828 0.6661 2.1109
28 C 1.4147 -0.8187 1.9823
29 C 0.9019 -1.7118 2.9153
30 C 1.0909 -3.0751 2.7672
31 C 1.7939 -3.5314 1.6677
32 C 2.3169 -2.6650 0.7234
33 C 2.1238 -1.3071 0.8897
34 H 2.5298 -0.6141 0.1683
35 H 2.8661 -3.0566 -0.1178
36 F 1.9732 -4.8572 1.5103
37 H 0.7002 -3.7779 3.4855
38 H 0.3568 -1.3417 3.7720
39 H 0.5536 0.8843 2.9810
40 H 2.1349 1.1947 2.2240
41 H -0.7559 2.3417 -3.5288
42 H -1.5814 3.5860 -2.5729
43 H -0.2881 4.0572 -3.7152

Atoms 1-2, force components in eV/Å:
C -0.1720 0.0723 -0.2517
N -0.0326 0.0097 -0.0337